1 | Computed, not measured: a structure of composition C5H18NO2, with wB97M-V/def2-TZVPD.

Output
Lowest unoccupied orbital energy, eV: -9.77
Kohn-Sham gap, eV: 5.092
M, g mol⁻¹: 124.20
Total charge: +1

```
26
C5H18NO2 | the Open Molecules 2025 dataset | wB97M-V/def2-TZVPD
O 1.194 0.186 -1.950
O -2.569 0.968 -0.073
N -1.137 -0.585 -1.852
C -1.014 -1.430 -0.704
C 2.026 0.276 1.111
C -1.255 -1.105 1.797
C 1.279 -1.048 0.701
C -0.212 -0.741 0.672
H -1.592 -2.170 1.957
H -1.020 -0.698 2.744
H -2.200 -0.680 1.421
H -2.033 -1.587 -0.285
H -0.404 0.286 0.521
H 1.660 0.662 2.070
H 1.539 -1.940 1.292
H 2.659 4.864 -0.822
H -1.722 -1.052 -2.532
H -2.324 0.472 -0.910
H -0.451 -2.376 -0.924
H 1.540 -1.236 -0.308
H -3.289 1.630 -0.108
H 3.087 0.153 1.390
H 1.664 0.471 -2.695
H 1.934 1.077 0.362
H 2.441 5.618 -0.684
H 0.201 -0.015 -2.192
```

Charges per atom according to Mulliken partitioning, unit e:
1 O -0.499
2 O -0.524
3 N -0.273
4 C -1.131
5 C -1.330
6 C -1.424
7 C -0.431
8 C 0.561
9 H 0.359
10 H 0.390
11 H 0.353
12 H 0.637
13 H 0.383
14 H 0.337
15 H 0.422
16 H -0.097
17 H 0.285
18 H 0.323
19 H 0.429
20 H 0.366
21 H 0.308
22 H 0.394
23 H 0.289
24 H 0.338
25 H 0.098
26 H 0.438

=====

2 | Computed, not measured: a cluster of 3 separate species, C5H18NO2 in total, with wB97M-V/def2-TZVPD.

Output
Lowest unoccupied orbital energy, eV: -3.00
Kohn-Sham gap, eV: 11.175
M, g mol⁻¹: 124.20
Total charge: +1

```
26
C5H18NO2 | the Open Molecules 2025 dataset | wB97M-V/def2-TZVPD
O 2.182 1.008 2.016
O 1.864 -2.037 -0.278
N 0.595 0.141 -1.554
C -2.659 -1.101 -0.271
C -1.269 -1.306 0.412
C -0.255 0.974 -0.562
C 0.489 2.249 -0.269
C -0.602 0.071 0.575
H -3.241 -2.008 -0.325
H 1.958 1.930 2.182
H -1.527 -1.910 1.277
H 0.281 -0.211 1.243
H -0.625 -1.850 -0.315
H 1.624 -2.976 -0.235
H 1.578 2.058 -0.286
H -0.009 -0.266 -2.295
H -1.225 1.171 -1.084
H -3.287 -0.518 0.418
H 0.333 2.627 0.753
H 1.136 -0.501 -0.955
H 2.027 0.547 2.847
H 0.375 3.037 -1.018
H 1.194 0.830 -2.047
H -2.521 -0.556 -1.190
H -1.249 0.680 1.257
H 2.831 -2.085 -0.299
```

Charges per atom according to Mulliken partitioning, unit e:
1 O -0.631
2 O -0.604
3 N -0.178
4 C -1.242
5 C -0.326
6 C 0.583
7 C -1.721
8 C -0.580
9 H 0.398
10 H 0.311
11 H 0.476
12 H 0.029
13 H 0.014
14 H 0.282
15 H 0.476
16 H 0.371
17 H 0.246
18 H 0.316
19 H 0.338
20 H 0.211
21 H 0.311
22 H 0.378
23 H 0.413
24 H 0.272
25 H 0.598
26 H 0.258

=====

3 | Computed, not measured: a cluster of 3 separate species, C5H18NO2 in total, with wB97M-V/def2-TZVPD.

Output
Lowest unoccupied orbital energy, eV: -3.01
Kohn-Sham gap, eV: 11.980
M, g mol⁻¹: 124.20
Total charge: +1

```
26
C5H18NO2 | the Open Molecules 2025 dataset | wB97M-V/def2-TZVPD
O -1.755 -2.727 -1.082
O 0.173 -1.656 3.337
N 0.676 -0.845 0.061
C 1.001 2.665 -2.536
C -0.006 1.362 -0.629
C 1.290 1.807 -1.286
C 0.154 0.482 0.615
C -1.225 0.239 1.233
H -1.328 -3.558 -1.325
H -0.148 -2.500 3.003
H 0.884 -1.527 0.787
H 0.900 0.829 1.323
H -1.111 0.409 2.296
H -1.493 -0.820 1.194
H 0.677 -1.867 4.133
H 1.867 0.944 -1.663
H 1.030 3.719 -2.254
H -2.662 -2.791 -1.411
H 1.538 -0.566 -0.419
H 1.700 2.511 -3.353
H 2.010 2.329 -0.657
H -0.024 2.496 -2.869
H -2.095 0.705 0.778
H 0.089 -1.252 -0.676
H -0.497 2.274 -0.296
H -0.676 0.871 -1.337
```

Charges per atom according to Mulliken partitioning, unit e:
1 O -0.618
2 O -0.594
3 N -0.267
4 C -1.257
5 C -1.038
6 C -0.414
7 C 0.415
8 C -1.355
9 H 0.313
10 H 0.313
11 H 0.314
12 H 0.497
13 H 0.336
14 H 0.265
15 H 0.306
16 H 0.308
17 H 0.316
18 H 0.307
19 H 0.350
20 H 0.365
21 H 0.317
22 H 0.353
23 H 0.436
24 H 0.300
25 H 0.389
26 H 0.344

=====

4 | Computed, not measured: a structure of composition C5H18NO2, with wB97M-V/def2-TZVPD.

Output
Lowest unoccupied orbital energy, eV: -9.39
Kohn-Sham gap, eV: 5.201
M, g mol⁻¹: 124.20
Total charge: +1

```
26
C5H18NO2 | the Open Molecules 2025 dataset | wB97M-V/def2-TZVPD
O 1.265 -1.014 -0.044
O 4.553 0.086 0.331
N 0.023 0.972 0.240
C -0.845 0.672 -0.815
C -0.080 0.587 -2.199
C -1.910 -0.877 0.917
C -3.072 -0.144 1.602
C -1.731 -0.546 -0.579
H -3.200 0.880 1.236
H -1.338 -1.404 -1.122
H -2.745 -0.354 -0.937
H -1.463 1.612 -0.852
H 1.935 -1.454 0.502
H -2.114 -1.949 0.929
H 0.762 -0.060 -1.974
H 0.676 1.680 -0.134
H -4.035 -0.584 1.331
H 2.620 2.220 2.701
H 1.987 2.274 3.084
H 4.317 -0.819 0.561
H -2.972 -0.098 2.682
H -1.051 -0.668 1.551
H -0.645 0.143 -3.013
H 0.774 -0.005 0.185
H 5.008 0.102 -0.509
H 0.355 1.529 -2.531
```

Charges per atom according to Mulliken partitioning, unit e:
1 O -0.435
2 O -0.623
3 N -0.255
4 C 0.172
5 C -1.242
6 C -0.335
7 C -1.236
8 C -0.987
9 H 0.304
10 H 0.384
11 H 0.528
12 H 0.533
13 H 0.236
14 H 0.377
15 H 0.451
16 H 0.399
17 H 0.359
18 H -0.070
19 H 0.071
20 H 0.304
21 H 0.343
22 H 0.280
23 H 0.355
24 H 0.337
25 H 0.322
26 H 0.428

=====

Of them, the most stable is 3 and the least stable is 1.

=====

1 | Computed, not measured: a cluster of 5 separate species, C10H30O10 in total, with wB97M-V/def2-TZVPD.

Output
Lowest unoccupied orbital energy, eV: 0.46
Kohn-Sham gap, eV: 10.231
M, g mol⁻¹: 310.34
Total charge: 0
Structure (SMILES): OCCO.OCCO.OCCO.OCCO.OCCO

```
50
C10H30O10 | the Open Molecules 2025 dataset | wB97M-V/def2-TZVPD
O -3.373 -1.883 0.638
O 1.243 -4.929 -3.396
O -1.272 -0.161 0.152
O -3.639 4.062 0.616
O 4.246 1.165 1.188
O 4.243 4.776 0.869
O -5.276 -0.721 -2.370
O 2.149 -1.104 1.001
O -0.395 2.990 1.169
O 2.366 -4.063 0.009
C 3.589 2.362 0.980
C 0.946 -0.356 1.130
C 1.915 -5.105 -2.201
C -0.049 -0.793 -0.014
C 4.655 3.456 1.067
C -1.529 3.629 1.483
C -2.475 3.443 0.288
C -4.295 -2.011 -0.408
C 1.587 -3.967 -1.285
C -4.431 -0.671 -1.133
H -1.035 0.714 0.594
H -4.113 3.508 1.242
H -2.117 3.818 -0.458
H 1.597 -6.102 -1.804
H -5.318 -2.254 -0.156
H -6.055 -0.341 -2.268
H 3.338 -4.193 -0.373
H 3.052 2.399 0.213
H -2.869 2.457 0.118
H 3.102 2.508 1.888
H -2.151 3.273 2.343
H 0.548 -0.814 -0.910
H 1.961 -2.070 0.963
H -4.870 0.041 -0.295
H 0.608 -0.270 2.144
H -3.582 -0.387 -1.593
H 0.546 -4.065 -1.260
H 2.870 -5.497 -2.532
H -1.293 4.654 1.876
H -3.894 -2.723 -1.290
H 4.849 5.331 1.489
H 0.507 -5.494 -3.060
H 5.206 3.266 0.156
H 1.926 -2.868 -1.696
H 1.106 0.673 0.825
H -0.322 -1.935 -0.042
H 5.213 3.329 1.942
H 3.572 0.540 1.168
H 0.128 3.642 0.574
H -2.728 -1.283 0.426
```

Charges per atom according to Mulliken partitioning, unit e:
1 O -0.459
2 O -0.489
3 O -0.464
4 O -0.595
5 O -0.540
6 O -0.530
7 O -0.547
8 O -0.560
9 O -0.420
10 O -0.596
11 C -0.493
12 C -0.222
13 C -0.890
14 C -0.046
15 C -0.703
16 C -0.458
17 C -0.443
18 C -0.286
19 C 0.032
20 C -0.299
21 H 0.194
22 H 0.338
23 H 0.632
24 H 0.342
25 H 0.325
26 H 0.269
27 H 0.331
28 H 0.563
29 H 0.071
30 H 0.351
31 H 0.272
32 H 0.190
33 H 0.303
34 H 0.215
35 H 0.314
36 H 0.287
37 H 0.287
38 H 0.439
39 H 0.314
40 H 0.191
41 H 0.342
42 H 0.360
43 H 0.238
44 H 0.185
45 H 0.128
46 H 0.112
47 H 0.432
48 H 0.327
49 H 0.331
50 H 0.323

=====

2 | Computed, not measured: a cluster of 5 separate species, C10H30O10 in total, with wB97M-V/def2-TZVPD.

Output
Lowest unoccupied orbital energy, eV: 0.13
Kohn-Sham gap, eV: 9.810
M, g mol⁻¹: 310.34
Total charge: 0
Structure (SMILES): OCCO.OCCO.OCCO.OCCO.OCCO

```
50
C10H30O10 | the Open Molecules 2025 dataset | wB97M-V/def2-TZVPD
O 1.689 8.785 10.745
O -1.072 4.451 9.876
O 1.950 13.853 8.424
O -0.673 8.730 9.132
O 4.158 7.393 10.306
O 2.922 10.368 8.008
O -3.801 4.945 9.526
O -1.239 11.479 10.423
O -1.199 14.134 11.473
O -1.100 16.886 10.813
C -1.742 10.903 9.197
C -2.788 5.492 8.706
C -1.525 5.745 9.462
C -0.366 14.611 10.437
C 3.966 8.772 9.981
C 2.445 11.632 7.543
C 2.527 8.941 9.605
C 0.030 16.042 10.728
C 2.156 12.490 8.754
C -0.725 10.008 8.528
H -0.777 6.230 8.833
H 0.575 16.094 11.686
H 2.242 8.305 8.760
H 0.721 16.408 9.970
H 2.441 9.971 9.238
H 1.511 11.498 6.980
H 5.012 7.288 10.735
H 4.104 9.375 10.890
H -0.442 4.525 10.598
H -1.740 6.382 10.326
H 1.228 12.140 9.216
H -1.053 9.849 7.495
H 3.170 12.103 6.865
H -1.433 13.237 11.197
H -1.979 11.754 8.560
H -0.844 14.641 9.446
H -3.202 6.360 8.197
H -2.640 10.325 9.421
H 2.879 9.758 7.266
H -3.398 4.245 10.049
H 0.064 8.677 9.757
H -1.047 10.768 11.042
H 2.942 12.375 9.509
H -2.544 4.797 7.880
H 0.259 10.484 8.498
H 0.548 14.019 10.357
H 2.362 14.056 7.580
H 4.650 9.112 9.203
H 2.018 8.004 11.206
H -1.711 16.443 11.413
```

Charges per atom according to Mulliken partitioning, unit e:
1 O -0.546
2 O -0.565
3 O -0.482
4 O -0.430
5 O -0.533
6 O -0.463
7 O -0.543
8 O -0.550
9 O -0.573
10 O -0.547
11 C -0.574
12 C -0.515
13 C 0.047
14 C 0.316
15 C -0.590
16 C -0.826
17 C -0.153
18 C -0.589
19 C 0.356
20 C 0.160
21 H 0.133
22 H 0.295
23 H 0.110
24 H 0.298
25 H 0.338
26 H 0.331
27 H 0.312
28 H 0.301
29 H 0.309
30 H 0.222
31 H -0.175
32 H 0.366
33 H 0.460
34 H 0.413
35 H 0.349
36 H 0.196
37 H 0.316
38 H 0.341
39 H 0.332
40 H 0.324
41 H 0.356
42 H 0.248
43 H 0.223
44 H 0.287
45 H -0.338
46 H -0.107
47 H 0.300
48 H 0.371
49 H 0.366
50 H 0.326

=====

Of them, the most stable is 2 and the least stable is 1.

=====

1 | Computed, not measured: an isolated molecule of C5H8N2O3S, with wB97M-V/def2-TZVPD.

Output
Lowest unoccupied orbital energy, eV: 0.60
Kohn-Sham gap, eV: 7.812
M, g mol⁻¹: 176.20
Total charge: 0
Structure (SMILES): N[C@H](O)On1c(O)ccc1S

```
19
C5H8N2O3S | the Open Molecules 2025 dataset | wB97M-V/def2-TZVPD
S 1.429 -2.135 -0.283
O -0.446 2.512 -0.599
O -3.020 -0.625 -0.572
O -0.725 -0.328 -1.006
N 0.340 0.320 -0.466
N -1.511 -1.936 0.608
C 1.829 1.779 0.316
C 1.487 -0.405 -0.057
C 0.582 1.654 -0.305
C -1.802 -0.684 0.050
C 2.418 0.483 0.450
H -3.009 -0.114 -1.478
H -1.689 0.180 0.848
H 3.414 0.395 0.899
H -0.253 3.320 -1.121
H -2.014 -2.787 0.102
H 2.233 2.778 0.320
H -1.633 -2.071 1.558
H 2.369 -2.337 0.736
```

Charges per atom according to Mulliken partitioning, unit e:
1 S -0.214
2 O -0.517
3 O -0.536
4 O -0.481
5 N 0.375
6 N -0.354
7 C -0.737
8 C -0.166
9 C 0.459
10 C 0.241
11 C -0.286
12 H 0.353
13 H 0.225
14 H 0.393
15 H 0.336
16 H 0.247
17 H 0.326
18 H 0.206
19 H 0.130

=====

2 | Computed, not measured: a cluster of 2 separate species, C5H8N2O3S in total, with wB97M-V/def2-TZVPD.

Output
Lowest unoccupied orbital energy, eV: 0.39
Kohn-Sham gap, eV: 10.633
M, g mol⁻¹: 176.20
Total charge: 0
Structure (SMILES): C=C(C(N)=O)S(C)(=O)=O.C#N

```
19
C5H8N2O3S | the Open Molecules 2025 dataset | wB97M-V/def2-TZVPD
S -1.083 0.282 0.319
O 2.403 1.092 -0.647
O -1.825 -0.895 0.280
O -1.877 1.419 0.196
N 0.795 -2.876 -0.267
N 0.666 2.454 -0.451
C 1.253 1.269 -0.704
C -0.227 -3.294 -0.078
C -0.212 0.363 1.956
C 0.173 -0.696 -1.872
C 0.199 0.273 -0.993
H 0.614 0.926 1.652
H -1.227 -3.806 0.173
H 0.111 -0.609 2.285
H -0.503 -1.558 -1.956
H -0.900 0.660 2.785
H 0.824 -0.574 -2.709
H 1.137 3.200 0.146
H -0.320 2.368 -0.115
```

Charges per atom according to Mulliken partitioning, unit e:
1 S 1.118
2 O -0.545
3 O -0.631
4 O -0.676
5 N -0.355
6 N -0.412
7 C -0.143
8 C 0.149
9 C -0.896
10 C -0.906
11 C 0.874
12 H 0.353
13 H 0.237
14 H 0.332
15 H 0.335
16 H 0.329
17 H 0.268
18 H 0.275
19 H 0.295

=====

Of them, the most stable is 2 and the least stable is 1.

=====

1 | Computed, not measured: an isolated molecule of C3H4, with wB97M-V/def2-TZVPD.

Output
Lowest unoccupied orbital energy, eV: 1.08
Kohn-Sham gap, eV: 11.078
M, g mol⁻¹: 40.07
Total charge: 0
Structure (SMILES): C#CC

```
7
C3H4 | the Open Molecules 2025 dataset | wB97M-V/def2-TZVPD
C 1.745 0.097 -0.012
C -1.036 0.046 0.003
C 0.528 0.102 0.034
H -1.343 -0.263 0.933
H -1.481 1.055 -0.178
H 2.785 -0.247 -0.021
H -1.197 -0.791 -0.761
```

Charges per atom according to Mulliken partitioning, unit e:
1 C -0.140
2 C -0.802
3 C -0.176
4 H 0.279
5 H 0.270
6 H 0.350
7 H 0.220

=====

2 | Computed, not measured: an isolated molecule of C3H4, with wB97M-V/def2-TZVPD.

Output
Lowest unoccupied orbital energy, eV: 1.37
Kohn-Sham gap, eV: 10.715
M, g mol⁻¹: 40.07
Total charge: 0
Structure (SMILES): C1=CC1

```
7
C3H4 | the Open Molecules 2025 dataset | wB97M-V/def2-TZVPD
C 0.673 -0.081 0.025
C -0.743 -0.664 -0.002
C -0.609 0.632 0.007
H -1.335 -1.472 0.128
H 1.416 -0.322 -0.865
H 1.087 -0.259 1.047
H -1.055 1.815 0.052
```

Charges per atom according to Mulliken partitioning, unit e:
1 C -0.463
2 C -0.339
3 C -0.181
4 H 0.382
5 H 0.196
6 H 0.167
7 H 0.237

=====

Of them, the most stable is 1 and the least stable is 2.